1.
15
Properties=species:S:1:pos:R:3 method="wB97M-V/def2-TZVPD" max_force_ev_per_a=0.8 lumo_ev=4.05 energy_ev=-11886.184 total_charge=-1 de_lowest_kj_mol=30.3
O 1.685 -1.874 -1.785
O 1.798 2.306 -1.469
O 1.214 0.092 1.262
O -0.199 0.521 -0.437
N -2.387 -0.510 0.893
C 0.097 0.134 0.729
C -1.090 -0.368 1.587
H 2.180 2.019 -0.628
H -1.221 0.311 2.418
H 1.717 -1.469 -2.654
H -2.687 0.400 0.575
H -2.176 -1.014 0.033
H 1.093 -1.308 -1.268
H 0.865 2.101 -1.294
H -0.890 -1.342 2.037

2.
15
Properties=species:S:1:pos:R:3 method="wB97M-V/def2-TZVPD" spin_multiplicity=2 max_force_ev_per_a=3.7 lumo_ev="0.32 / -3.97" energy_ev=-11880.577 de_lowest_kj_mol=151.0
O -0.625 0.323 0.509
O 2.031 0.760 0.750
O 0.861 -2.305 -2.432
O -0.118 1.438 2.818
N -0.733 -1.081 -1.473
C 0.562 -1.243 -1.928
C -1.184 0.135 -0.681
H -0.160 0.955 1.891
H 2.033 1.006 1.721
H -0.290 0.660 3.333
H 1.272 -0.438 -1.711
H -1.032 0.948 -1.446
H -1.305 -1.941 -1.344
H -2.326 -0.002 -0.475
H 1.014 0.784 0.470

3.
13
Properties=species:S:1:pos:R:3 method="wB97M-V/def2-TZVPD" max_force_ev_per_a=4.9 lumo_ev="0.60 / 0.56" energy_ev=-15027.052 de_lowest_kj_mol=392.7
P -0.069 -1.739 1.406
O 0.173 -3.183 0.499
N -1.647 -1.848 1.575
C 1.088 1.829 -0.177
C -0.253 1.214 -0.150
H -0.567 0.356 -0.815
H 1.021 -3.586 0.464
H -1.934 -1.081 2.175
H 1.806 1.794 0.752
H 1.625 1.273 -1.013
H -2.164 -1.890 0.662
H 0.916 2.946 -0.244
H -0.895 1.442 0.767

4.
13
Properties=species:S:1:pos:R:3 method="wB97M-V/def2-TZVPD" max_force_ev_per_a=4.9 lumo_ev=0.80 energy_ev=-15029.915 smiles="CN[P@H](C)=O" de_lowest_kj_mol=116.6
P 1.086 -0.072 0.536
O 2.454 -0.502 -0.154
N -0.108 -1.120 -0.207
C 0.760 1.749 0.342
C -1.556 -1.083 -0.461
H -2.324 -0.942 0.320
H 1.598 2.096 -0.285
H 0.472 2.229 1.297
H -0.154 1.834 -0.203
H 0.384 -1.496 -1.014
H -1.738 -2.102 -0.797
H 0.966 -0.145 1.901
H -1.839 -0.445 -1.276

5.
13
Properties=species:S:1:pos:R:3 method="wB97M-V/def2-TZVPD" max_force_ev_per_a=4.0 lumo_ev=1.03 energy_ev=-15028.633 smiles="CCN=[PH2]O" de_lowest_kj_mol=240.2
P -1.678 -0.313 0.196
O -3.109 0.223 -0.249
N -0.772 0.926 -0.004
C 0.654 1.001 0.106
C 1.388 -0.318 -0.262
H 0.793 1.369 1.085
H 1.117 1.826 -0.454
H 1.405 -0.500 -1.418
H -1.527 -1.392 -0.532
H 0.825 -1.099 0.068
H -1.923 -0.875 1.612
H 2.410 -0.553 0.117
H -2.837 0.868 -0.893

6.
13
Properties=species:S:1:pos:R:3 method="wB97M-V/def2-TZVPD" max_force_ev_per_a=3.9 lumo_ev=4.18 energy_ev=-16576.306 total_charge=-1 de_lowest_kj_mol=146.9
S -0.064 -1.359 1.046
O -0.454 0.468 -1.796
N -1.128 1.892 0.162
C -0.239 1.609 -0.983
C 1.718 -1.274 0.524
H -0.576 -0.383 -1.156
H 2.411 -1.742 1.290
H 2.212 -0.388 0.733
H -2.201 1.741 0.050
H -0.204 2.528 -1.602
H 1.960 -1.910 -0.415
H -0.827 1.276 0.925
H 0.901 1.621 -0.583

7.
13
Properties=species:S:1:pos:R:3 method="wB97M-V/def2-TZVPD" max_force_ev_per_a=1.4 lumo_ev=4.26 energy_ev=-16577.205 total_charge=-1 de_lowest_kj_mol=60.2
S 1.929 -0.224 -0.995
O -0.998 0.828 -1.218
N -1.390 -1.372 -0.360
C -1.546 0.091 -0.161
C 1.802 0.455 0.703
H 1.169 0.018 1.489
H 2.795 0.521 1.143
H 1.505 1.524 0.617
H -0.674 -1.474 -1.075
H -2.620 0.291 -0.129
H 0.014 0.794 -1.200
H -0.907 -1.807 0.419
H -1.079 0.355 0.769

8.
13
Properties=species:S:1:pos:R:3 method="wB97M-V/def2-TZVPD" max_force_ev_per_a=6.5 lumo_ev=-4.43 energy_ev=-16566.688 total_charge=+1 de_lowest_kj_mol=343.1
S 2.671 -0.559 -0.091
O 0.150 -0.892 0.305
N 0.786 1.394 0.234
C -1.704 -1.276 0.053
C 0.899 -0.136 -0.399
H 1.683 1.738 0.603
H -2.003 -0.319 -0.356
H 0.246 1.066 1.025
H -1.611 -2.037 -0.570
H 0.954 0.117 -1.459
H 2.218 -1.234 1.042
H -2.074 -1.351 1.092
H 0.446 2.122 -0.488

9.
13
Properties=species:S:1:pos:R:3 method="wB97M-V/def2-TZVPD" max_force_ev_per_a=5.1 lumo_ev=-4.12 energy_ev=-16565.611 total_charge=+1 de_lowest_kj_mol=447.1
S -0.219 -0.361 0.335
O -0.618 -0.871 1.589
N -0.852 -1.223 -0.974
C -0.800 1.388 0.075
C 1.626 -0.230 0.270
H 1.925 0.099 -0.707
H -0.381 1.654 -0.844
H 1.798 0.602 1.052
H -0.280 -1.780 -1.604
H -0.238 2.119 0.772
H -1.760 -1.564 -0.592
H -2.398 1.362 0.132
H 2.196 -1.195 0.496

10.
13
Properties=species:S:1:pos:R:3 method="wB97M-V/def2-TZVPD" max_force_ev_per_a=5.0 lumo_ev=-3.90 energy_ev=-16567.244 total_charge=+1 smiles="CS(C)(=[NH2+])=O" de_lowest_kj_mol=289.5
S -0.291 0.138 0.161
O -1.228 1.007 0.666
N -1.067 -0.853 -0.893
C 0.772 1.167 -0.845
C 0.355 -0.780 1.569
H 0.839 -0.059 2.130
H -2.030 -0.466 -1.232
H -0.481 -1.075 2.238
H 1.126 1.868 -0.189
H -0.703 -1.296 -1.757
H 0.926 -1.695 1.176
H 0.148 1.486 -1.715
H 1.634 0.558 -1.310

11.
13
Properties=species:S:1:pos:R:3 method="wB97M-V/def2-TZVPD" max_force_ev_per_a=5.4 lumo_ev=-3.84 energy_ev=-13609.205 total_charge=+1 smiles="[NH3+]CC(=O)[SiH3]" de_lowest_kj_mol=144.0
Si 2.389 -0.102 0.099
O 0.221 1.910 -0.051
N -1.899 0.508 0.076
C -0.817 -0.412 -0.289
C 0.596 0.789 -0.050
H -0.780 -1.196 0.435
H -2.588 0.456 -0.651
H -1.340 1.429 0.064
H -1.941 0.357 1.050
H 2.725 -0.421 -1.262
H 3.090 1.040 0.553
H -0.829 -0.552 -1.278
H 1.942 -0.800 1.418

12.
12
Properties=species:S:1:pos:R:3 method="wB97M-V/def2-TZVPD" max_force_ev_per_a=0.7 lumo_ev=3.96 energy_ev=-14530.015 total_charge=-1 de_lowest_kj_mol=7.5
S 3.134 -1.012 -0.100
N 0.018 -0.915 0.776
C -1.657 0.746 -0.016
C -0.188 0.364 0.103
H -0.345 -1.642 0.160
H -2.288 0.014 -0.533
H -1.794 1.696 -0.535
H 0.299 1.177 0.648
H 0.269 0.357 -0.896
H 1.041 -1.094 0.664
H 3.598 -0.514 -1.261
H -2.087 0.824 0.991

13.
12
Properties=species:S:1:pos:R:3 method="wB97M-V/def2-TZVPD" max_force_ev_per_a=0.8 lumo_ev=3.96 energy_ev=-14530.042 total_charge=-1 de_lowest_kj_mol=4.9
S 2.166 0.942 0.076
N -1.242 0.079 -1.075
C -1.337 -0.329 0.331
C -1.900 -1.715 0.568
H -0.920 -0.726 -1.601
H -0.351 -0.227 0.796
H -0.401 0.666 -1.115
H -1.936 0.410 0.876
H 2.228 2.270 -0.031
H -2.891 -1.821 0.123
H -1.977 -1.876 1.642
H -1.265 -2.482 0.122

14.
12
Properties=species:S:1:pos:R:3 method="wB97M-V/def2-TZVPD" max_force_ev_per_a=5.6 lumo_ev=4.00 energy_ev=-14528.598 total_charge=-1 de_lowest_kj_mol=144.3
S -0.727 3.156 -0.546
N -0.632 -0.432 -0.258
C 0.637 -1.032 -0.903
C -0.280 -0.235 1.241
H 0.625 -1.945 -0.410
H 1.526 -0.446 -0.900
H -1.017 -0.867 1.813
H 0.305 -0.910 -1.981
H -0.788 0.518 -0.605
H -0.137 1.955 -0.374
H 0.831 -0.620 1.452
H -0.345 0.859 1.471

15.
13
Properties=species:S:1:pos:R:3 method="wB97M-V/def2-TZVPD" max_force_ev_per_a=5.5 lumo_ev=-5.81 energy_ev=-25356.012 total_charge=+1 de_lowest_kj_mol=147.1
S -0.578 0.051 -1.975
S -1.304 2.008 -1.779
N 0.479 1.092 1.717
C 0.377 -1.805 -0.225
C -0.480 -0.605 -0.496
H 1.347 1.099 1.251
H 0.841 -1.645 0.712
H 1.186 -1.990 -0.934
H -1.458 2.064 -3.090
H -0.200 -2.706 -0.046
H -0.708 -0.022 0.392
H 0.080 1.927 1.843
H 0.418 0.532 2.629

16.
13
Properties=species:S:1:pos:R:3 method="wB97M-V/def2-TZVPD" max_force_ev_per_a=2.5 lumo_ev=-5.26 energy_ev=-25356.082 total_charge=+1 de_lowest_kj_mol=140.3
S -0.182 0.692 0.886
S -0.249 0.943 2.886
N 0.675 -1.820 -0.794
C 1.862 -1.558 -1.096
C -1.277 1.645 -0.125
H 2.613 -0.946 -0.608
H -1.157 2.722 0.064
H 2.302 -2.073 -1.950
H -2.331 1.412 -0.027
H -0.002 -2.412 -1.265
H -0.869 1.726 -1.139
H 0.166 -1.344 -0.017
H -1.551 1.013 3.185

17.
11
Properties=species:S:1:pos:R:3 method="wB97M-V/def2-TZVPD" max_force_ev_per_a=2.8 lumo_ev=0.86 energy_ev=-4250.592 smiles=CC.O de_lowest_kj_mol=49.2
O 1.468 1.113 1.502
C -0.954 -0.333 -1.444
C -0.651 -0.986 -0.130
H 1.818 1.073 0.573
H -0.121 0.068 -1.955
H -0.970 -0.396 0.778
H -1.083 -1.935 -0.011
H 0.417 -1.327 0.020
H 0.842 1.837 1.475
H -1.464 -0.942 -2.252
H -1.556 0.630 -1.199

18.
12
Properties=species:S:1:pos:R:3 method="wB97M-V/def2-TZVPD" max_force_ev_per_a=3.3 lumo_ev=0.66 energy_ev=-6297.136 smiles=CO.CO de_lowest_kj_mol=123.0
O -1.384 0.603 -0.282
O 1.784 -0.598 -0.578
C 2.512 0.218 0.281
C -2.332 -0.425 0.167
H 3.520 -0.152 0.391
H 1.923 0.337 1.271
H -2.267 -1.328 -0.562
H -1.820 1.208 -1.013
H -3.446 -0.096 0.099
H 0.906 -0.163 -0.762
H -2.027 -0.801 1.216
H 2.630 1.195 -0.229